No. 1
DFT (wB97M-V/def2-TZVPD) results for C33H57N7O7RbS as an isolated structure.

The orbital gap is 7.96 eV. The multiplicity is 1. Its net charge is -1. The value obtained for the max |F| is 0.7 eV Å⁻¹.

Positions of all 106 atoms, in Å:
Rb1 -0.8523 1.3600 -2.4060
C1 -2.8883 -2.9574 1.8767
C2 -1.5970 -2.1750 1.6227
C3 -1.0382 -1.6156 2.9314
C4 0.3932 -1.0515 2.9095
C5 0.7485 -0.6764 4.3490
C6 1.4044 -2.0604 2.3738
N1 0.4200 0.1789 2.0441
C7 1.5628 1.0962 2.2605
C8 1.5848 2.1844 1.2004
N2 0.3221 2.8755 1.0116
C9 0.2947 3.5465 -0.2855
C10 -1.1395 3.8400 -0.7847
O1 -1.2968 4.8883 -1.4173
O2 -1.9969 2.9320 -0.5556
C11 -0.1370 3.7911 2.0721
C12 0.9858 4.6509 2.6594
C13 -0.9257 3.1203 3.2046
C14 -2.2967 2.4922 2.8852
C15 -2.8275 1.9074 4.1954
C16 -3.2759 3.5557 2.3748
N3 -2.0866 1.4099 1.9049
C17 -3.2140 0.5172 1.6563
C18 -2.9392 -0.3987 0.4668
N4 -1.7072 -1.1770 0.5529
C19 -1.2626 -1.7432 -0.7177
C20 0.2500 -1.5610 -0.8970
O3 0.9282 -2.5045 -1.3498
O4 0.7112 -0.4234 -0.5761
H1 -2.7026 -3.7961 2.5505
H2 -3.2830 -3.3546 0.9400
H3 -3.6589 -2.3295 2.3278
H4 -0.8599 -2.8983 1.2638
H5 -1.0285 -2.4359 3.6567
H6 -1.7014 -0.8501 3.3395
H7 0.6165 -1.5553 4.9808
H8 0.0927 0.1119 4.7276
H9 1.7843 -0.3533 4.4479
H10 1.3367 -2.9836 2.9536
H11 2.4251 -1.6857 2.4457
H12 1.2324 -2.2966 1.3238
H13 -0.5140 0.6902 2.1270
H14 0.4258 -0.0966 1.0226
H15 2.4864 0.5177 2.1894
H16 1.4985 1.5184 3.2610
H17 1.8170 1.7111 0.2448
H18 2.4301 2.8546 1.4284
H19 0.8018 2.8852 -0.9970
H20 0.8611 4.4877 -0.2960
H21 -0.8295 4.4716 1.5707
H22 1.6519 4.0648 3.2995
H23 0.5680 5.4547 3.2675
H24 1.5856 5.1040 1.8687
H25 -1.0966 3.8895 3.9660
H26 -0.3117 2.3581 3.6949
H27 -2.8774 2.6876 4.9573
H28 -2.1729 1.1121 4.5634
H29 -3.8312 1.4977 4.0753
H30 -3.3103 4.4048 3.0629
H31 -4.2856 3.1449 2.3082
H32 -2.9992 3.9000 1.3786
H33 -1.8475 1.8642 1.0107
H34 -4.1357 1.0646 1.4170
H35 -3.4270 -0.0722 2.5524
H36 -2.8758 0.2447 -0.4107
H37 -3.8278 -1.0287 0.3058
H38 -1.7629 -1.2692 -1.5670
H39 -1.4980 -2.8105 -0.8105
N5 -4.3908 0.9762 -2.6085
C21 -4.2080 0.2687 -3.8922
C22 -2.7117 0.3286 -4.2286
O5 -2.3013 1.4292 -4.6624
O6 -1.9900 -0.6463 -3.8940
H40 -5.3767 1.1651 -2.4700
H41 -3.9507 1.8937 -2.6434
H42 -4.7720 0.7223 -4.7148
H43 -4.5202 -0.7678 -3.7618
C23 0.9865 -2.8137 -4.6877
C24 1.8228 -1.6484 -5.2065
C25 1.7593 -0.4202 -4.3130
N6 2.3947 -0.6869 -3.0285
C26 2.9996 0.2465 -2.3154
S1 3.0327 1.8876 -2.6866
N7 3.6379 -0.1503 -1.1466
C27 3.8739 -1.3918 -0.5793
O7 3.9576 -1.4863 0.6303
C28 4.1439 -2.5511 -1.4836
C29 3.6556 -3.8085 -1.1585
C30 3.9492 -4.8895 -1.9742
C31 4.7446 -4.7190 -3.0995
C32 5.2487 -3.4646 -3.4142
C33 4.9426 -2.3781 -2.6098
H44 0.9846 -3.6374 -5.4043
H45 -0.0451 -2.4931 -4.5230
H46 1.3637 -3.2015 -3.7385
H47 1.4573 -1.3461 -6.1913
H48 2.8692 -1.9470 -5.3299
H49 0.7111 -0.1420 -4.1798
H50 2.2731 0.4304 -4.7552
H51 2.0908 -1.5285 -2.5293
H52 3.7524 0.6159 -0.4989
H53 3.0193 -3.9200 -0.2927
H54 3.5463 -5.8660 -1.7382
H55 4.9678 -5.5660 -3.7365
H56 5.8695 -3.3314 -4.2909
H57 5.3110 -1.3893 -2.8535

***

No. 2
DFT (wB97M-V/def2-TZVPD) results for C3H3BrClI as an isolated structure at a distorted geometry.

The orbital gap (alpha / beta) is 8.02 / 7.60 eV. The multiplicity is 1. Its net charge is 0. The value obtained for the max |F| is 6.3 eV Å⁻¹.

Positions of all 9 atoms, in Å:
C1 -0.0655 -0.5167 0.0678
C2 1.6048 0.1379 -0.3041
C3 -1.3223 0.2233 0.0950
Cl1 -0.0661 -2.2001 -0.1616
Br1 3.0351 -1.0530 -0.0380
I1 1.9146 2.1393 0.0149
H1 -1.2555 1.1512 0.6659
H2 -2.1420 -0.3549 0.6198
H3 -1.7032 0.4731 -0.9596